# 1
The following is a DFT calculation (the ωB97M-V functional and the def2-TZVPD basis) of C35H51CoN5OP2S3 as an isolated structure.

Last column: Löwdin charge in e.
Positions of all 98 atoms, in Å:
Co  -0.2041  -0.1780  -0.1228  0.103
C  -3.2152  1.6643  0.3751  -0.437
C  -2.0666  2.6336  0.5598  -0.460
S  -0.5412  1.9464  1.2637  0.931
C  -1.0722  1.5177  2.9655  -0.430
C  -0.7255  0.1059  3.4042  -0.466
S  -1.1631  -1.2052  2.2290  0.923
C  -2.9733  -1.0270  2.1610  -0.449
C  -3.4793  -1.0978  0.7313  -0.461
S  -2.7385  0.0947  -0.4365  0.921
H  -3.9714  2.1275  -0.2578  0.095
H  -3.6843  1.4070  1.3218  0.072
H  -2.3765  3.4666  1.1913  0.104
H  -1.7438  3.0331  -0.4004  0.060
H  -2.1430  1.7046  3.0202  0.076
H  -0.5716  2.2293  3.6209  0.093
H  -1.2221  -0.1243  4.3466  0.098
H  0.3489  -0.0108  3.5483  0.070
H  -3.2438  -0.0938  2.6500  0.066
H  -3.4079  -1.8438  2.7363  0.095
H  -4.5591  -0.9511  0.6984  0.104
H  -3.2525  -2.0708  0.3028  0.041
N  0.9785  -2.8429  0.4820  -0.100
P  0.0065  -2.3426  -0.8210  1.040
C  0.9490  -3.0215  -2.2163  -0.322
C  0.3372  -3.7003  -3.2675  -0.074
C  1.1136  -4.2802  -4.2583  -0.054
C  2.4944  -4.1882  -4.2052  -0.055
C  3.1053  -3.4834  -3.1754  -0.067
C  2.3379  -2.8881  -2.1915  -0.085
C  -1.4445  -3.4206  -0.7816  -0.371
C  -1.5745  -4.5052  0.0788  -0.067
C  -2.7079  -5.3038  0.0117  -0.047
C  -3.7066  -5.0277  -0.9110  -0.044
C  -3.5873  -3.9377  -1.7645  -0.053
C  -2.4634  -3.1315  -1.6939  -0.155
C  1.7535  -1.9405  1.1668  -0.406
C  2.6990  -2.3606  2.1079  0.016
C  3.4423  -1.4131  2.7738  -0.023
C  3.2464  -0.0619  2.4883  -0.040
C  2.3040  0.2738  1.5478  -0.131
N  1.5542  -0.6382  0.9034  0.016
H  1.2734  -3.8082  0.5259  0.128
H  -0.7388  -3.7930  -3.3048  0.096
H  0.6361  -4.8185  -5.0660  0.117
H  3.0996  -4.6670  -4.9630  0.119
H  4.1838  -3.4056  -3.1355  0.117
H  2.8146  -2.3135  -1.4064  0.107
H  -0.8064  -4.7239  0.8085  0.104
H  -2.8047  -6.1503  0.6780  0.118
H  -4.5822  -5.6603  -0.9628  0.119
H  -4.3670  -3.7174  -2.4813  0.120
H  -2.3754  -2.2618  -2.3396  0.100
H  2.8375  -3.4154  2.3022  0.127
H  4.1807  -1.7153  3.5038  0.127
H  3.8203  0.7073  2.9832  0.120
H  2.1346  1.3072  1.2751  0.093
O  0.5175  0.5014  -2.0543  -0.340
P  0.7421  1.4454  -3.2075  0.583
N  -0.7441  1.6939  -3.9088  -0.186
C  -1.8201  0.6912  -3.8909  -0.212
C  -2.5392  0.8884  -5.2235  -0.158
C  -2.3323  2.3768  -5.5117  -0.155
C  -0.9041  2.6242  -5.0333  -0.191
N  1.7711  0.8912  -4.3714  -0.176
C  1.4575  -0.3613  -5.0585  -0.190
C  2.7660  -0.6996  -5.7650  -0.160
C  3.2784  0.6715  -6.1960  -0.150
C  2.8737  1.5986  -5.0495  -0.182
N  1.3930  2.8772  -2.7195  -0.164
C  0.9018  3.3714  -1.4219  -0.229
C  1.5927  4.7166  -1.2552  -0.152
C  1.5827  5.2476  -2.6879  -0.151
C  1.9294  4.0065  -3.5096  -0.192
H  -2.4992  0.8814  -3.0532  0.066
H  -1.4163  -0.3183  -3.7718  0.097
H  -3.5908  0.6124  -5.1682  0.115
H  -2.0690  0.2873  -6.0043  0.112
H  -3.0302  2.9764  -4.9249  0.117
H  -2.4597  2.6303  -6.5617  0.118
H  -0.7511  3.6542  -4.7061  0.108
H  -0.1820  2.4052  -5.8312  0.117
H  0.6582  -0.2229  -5.8008  0.119
H  1.1370  -1.1177  -4.3469  0.090
H  2.6128  -1.3729  -6.6062  0.118
H  3.4566  -1.1582  -5.0657  0.103
H  2.7959  0.9787  -7.1248  0.117
H  4.3530  0.6855  -6.3657  0.118
H  2.5694  2.5727  -5.4302  0.091
H  3.7016  1.7511  -4.3525  0.120
H  1.1377  2.6551  -0.6367  0.053
H  -0.1867  3.5204  -1.4591  0.096
H  2.6179  4.5754  -0.9090  0.122
H  1.0686  5.3628  -0.5533  0.117
H  2.2947  6.0516  -2.8585  0.121
H  0.5831  5.6059  -2.9427  0.116
H  3.0133  3.9057  -3.5927  0.114
H  1.5102  4.0501  -4.5136  0.098

Values from the calculation:
* energy above the lowest of the compared OMol25 structures with the same formula, charge and spin: 1.247 eV
* spin multiplicity: 2
* charge: +2
* E_HOMO (alpha / beta): -12.79 / -12.80 eV
* largest force on an atom: 0.9 eV/Å


# 2
The following is a DFT calculation (the ωB97M-V functional and the def2-TZVPD basis) of C35H51GaNP2 as an isolated structure at a distorted geometry.

Last column: Löwdin charge in e.
Positions of all 90 atoms, in Å:
Ga  0.4678  2.4976  1.8440  0.624
C  3.4446  -1.4618  1.2725  -0.199
C  2.8935  -1.2403  2.5621  -0.196
C  1.6498  -2.9264  1.5631  -0.165
C  2.6693  -2.5015  0.6463  -0.202
C  1.7799  -2.1386  2.7429  -0.214
C  4.6572  -0.8283  0.6717  -0.046
H  4.7155  0.2122  1.0314  0.058
H  4.5754  -0.8406  -0.4351  0.075
H  5.5837  -1.3682  0.9763  0.100
C  2.8345  -3.0843  -0.7287  -0.052
H  3.7298  -2.6366  -1.2220  0.070
H  1.8962  -2.9223  -1.3493  0.073
H  3.0019  -4.1958  -0.6361  0.086
C  0.6682  -4.0052  1.3134  -0.023
H  1.2226  -4.9424  1.1186  0.094
H  0.0701  -3.7865  0.4103  0.056
H  -0.0045  -4.1283  2.1708  0.075
C  0.9936  -2.2667  4.0062  -0.063
H  1.4625  -3.0194  4.6855  0.093
H  -0.0309  -2.5898  3.7432  0.067
H  0.9440  -1.2831  4.5238  0.065
C  3.4627  -0.2982  3.5731  -0.042
H  4.2198  -0.8133  4.2141  0.104
H  2.6527  0.0798  4.2172  0.063
H  3.9472  0.5574  3.0596  0.069
C  -0.7401  4.4177  -0.9588  -0.156
C  0.5318  4.7799  -0.5468  -0.194
C  0.8695  5.7053  0.5023  -0.182
C  -0.1506  5.6055  1.6726  -0.140
C  -0.5845  4.1487  1.8736  -0.305
C  -1.9668  3.8883  1.6109  -0.061
C  -2.7271  4.4568  0.4834  -0.155
C  -1.9254  5.2424  -0.5350  -0.169
H  0.9323  6.7609  0.2016  0.142
H  -0.9677  6.3513  1.4967  0.127
H  1.8771  5.4517  0.8670  0.122
H  -1.7047  6.2672  -0.2320  0.115
H  -0.8613  4.0202  -1.9923  0.120
H  1.2903  4.6466  -1.2801  0.093
H  -2.5506  5.3756  -1.4073  0.124
H  -3.2059  3.5969  -0.0211  0.132
H  -2.6295  3.3136  2.2535  0.092
H  -3.4968  5.1601  0.8297  0.151
H  0.3945  5.9802  2.5298  0.119
H  -0.0894  3.8060  2.9062  0.098
P  0.8968  1.5287  -1.0014  0.917
C  0.9764  2.1791  -2.7435  -0.285
C  2.1519  2.7009  -0.1066  -0.375
P  -1.5487  0.8366  1.3005  0.873
C  -0.8595  1.8237  -0.2186  -0.620
C  -1.3612  1.4130  3.2113  -0.313
C  -3.3593  0.4157  1.0220  -0.270
H  0.4670  1.4283  -3.3785  0.041
H  2.0612  2.1169  -2.9191  0.045
H  0.6134  3.2067  -2.8813  0.019
H  1.7569  3.5100  0.6219  -0.039
H  2.7008  3.3598  -0.8085  0.059
H  2.8993  2.1056  0.5004  0.042
H  -4.0097  1.2795  0.7315  0.041
H  -3.7470  -0.0630  1.9541  0.053
H  -3.3982  -0.3900  0.2487  0.012
H  -1.6714  1.9735  -0.9577  0.067
H  -0.8598  2.9289  -0.0776  -0.068
H  -1.7230  0.4975  3.7670  0.071
H  -2.0084  2.2825  3.5156  0.034
H  -0.3019  1.5887  3.6215  0.006
C  -4.1921  -1.3254  -1.9972  -0.123
C  -2.9931  -0.7073  -2.3652  -0.120
C  -1.7948  -1.3903  -2.2089  -0.044
C  -1.7915  -2.7109  -1.6955  -0.290
C  -3.0085  -3.2767  -1.2245  -0.012
C  -4.2031  -2.5890  -1.3926  -0.089
N  -0.5969  -3.4032  -1.6454  0.139
C  -0.3388  -4.4076  -2.5324  -0.263
C  0.4939  -5.5227  -2.1812  -0.004
C  0.7716  -6.5210  -3.1038  -0.071
C  0.2622  -6.4427  -4.4001  -0.066
C  -0.5222  -5.3546  -4.7826  -0.074
C  -0.8304  -4.3562  -3.8765  0.002
H  -5.1387  -0.8227  -2.1830  0.102
H  -2.9952  0.2885  -2.8089  0.101
H  -0.8377  -0.9120  -2.4240  0.096
H  -2.9644  -4.2635  -0.7490  0.121
H  -5.1338  -3.0742  -1.1050  0.109
H  0.8468  -5.5549  -1.1413  0.096
H  1.3555  -7.3646  -2.7603  0.108
H  0.4483  -7.2655  -5.0734  0.106
H  -0.8965  -5.3055  -5.7884  0.103
H  -1.4183  -3.4848  -4.1915  0.118

Values from the calculation:
* energy above the lowest of the compared OMol25 structures with the same formula, charge and spin: 0.000 eV
* charge: +1
* E_HOMO (alpha / beta): -8.55 / -8.45 eV
* largest force on an atom: 5.9 eV/Å


> The highest energy above the lowest of the compared OMol25 structures with the same formula, charge and spin belongs to which entry?

C35H51CoN5OP2S3